(1)
Here is a 2-piece molecular cluster, C17H35O6S overall from the Open Molecules 2025 dataset. Energies are from wB97M-V/def2-TZVPD.

Structure (XYZ):
```
59
Properties=species:S:1:pos:R:3:forces:R:3
C -3.5094 2.3047 4.6887 1.403 -0.860 -0.126
O -3.7395 2.7910 3.3197 -1.472 1.082 1.431
C -4.9551 3.6128 3.2138 -1.154 0.979 0.654
C -6.1843 2.9340 2.3678 -0.666 -0.771 0.491
C -5.7768 1.6154 1.4826 -0.978 -0.275 -0.676
C -4.6043 1.8732 0.3583 0.457 0.109 0.766
C -4.9704 1.3519 -1.1518 0.395 0.752 -0.631
C -3.7594 0.4934 -1.8863 -0.833 -0.794 -0.417
C -3.1574 -0.7322 -0.9787 0.624 0.539 -0.045
C -2.2020 -1.7416 -1.8986 0.622 0.564 1.132
C -0.7307 -0.9768 -2.0253 -0.017 0.284 -0.233
C 0.3797 -1.5004 -0.9338 0.139 0.031 0.790
C 1.1058 -0.2585 -0.0841 -0.075 -0.422 -0.025
C 2.4054 -0.8140 0.7794 -0.527 0.220 -0.546
C 3.4005 0.4481 1.1965 2.095 5.073 1.953
O 4.7237 0.2970 1.4600 -6.693 -0.203 -1.391
O 2.7810 1.8074 1.3335 2.435 -7.263 -1.016
H -3.7166 3.0902 5.5345 0.035 -1.453 -1.739
H -2.3454 2.0535 4.7582 -2.568 0.523 -0.262
H -4.0871 1.2928 4.8074 0.874 1.990 0.188
H -4.7527 4.6980 2.7637 0.114 -2.482 0.810
H -5.3740 3.8146 4.3113 0.916 -0.375 -2.281
H -6.7615 3.7357 1.7016 1.541 -1.653 1.312
H -6.9937 2.5721 3.1671 1.676 0.696 -1.735
H -6.7550 1.3134 0.8690 1.931 0.658 1.384
H -5.5647 0.6729 2.1828 -0.185 2.225 -1.480
H -3.5982 1.3940 0.7735 -2.191 1.039 -1.067
H -4.4113 3.0291 0.3072 -0.330 -2.183 0.122
H -6.0029 0.7745 -1.1968 2.241 0.970 0.261
H -5.1187 2.3335 -1.8149 0.168 -2.157 1.338
H -2.9063 1.2020 -2.2710 -1.616 -1.339 0.964
H -4.2271 -0.0131 -2.8592 0.924 1.158 1.954
H -4.0109 -1.3028 -0.4047 1.536 1.092 -1.272
H -2.4531 -0.2222 -0.1608 -1.472 -1.370 -1.648
H -2.6814 -1.9837 -2.9444 0.864 0.514 2.110
H -2.0071 -2.7366 -1.2833 -0.595 1.944 -1.460
H -0.2899 -1.0510 -3.1144 -0.912 0.065 2.107
H -0.9405 0.1661 -1.8238 0.570 -2.215 -0.435
H -0.1794 -2.2258 -0.1853 1.165 1.430 -1.351
H 1.2567 -2.1393 -1.4152 -1.962 1.351 0.744
H 1.4117 0.5610 -0.8690 -0.390 -1.564 1.711
H 0.3724 0.2424 0.6944 1.353 -0.984 -1.788
H 1.9684 -1.3705 1.7362 1.142 1.308 -1.870
H 2.9587 -1.6389 0.1265 -0.847 1.860 1.442
O 5.4617 -3.3044 -2.3818 0.862 -0.025 0.662
S 6.7897 -3.2558 -1.8091 0.268 0.953 0.258
O 7.0431 -3.5944 -0.4250 -0.492 0.066 -1.218
O 7.4493 -1.7983 -2.1200 0.096 -2.042 -0.485
C 6.7311 -0.6317 -1.7464 -0.618 1.287 0.877
C 6.8558 -0.3581 -0.2592 0.089 -0.218 0.035
C 7.8812 -4.2142 -2.8295 0.136 0.063 -0.113
H 5.6812 -0.7060 -2.0486 0.116 -0.159 0.012
H 7.1685 0.2047 -2.3014 0.109 -0.379 -0.184
H 6.3416 -1.1266 0.3258 -0.017 0.364 -0.083
H 6.4158 0.6105 -0.0061 -0.042 -0.293 -0.004
H 7.9056 -0.3649 0.0502 0.033 0.050 -0.191
H 7.7390 -3.9228 -3.8715 -0.010 0.010 0.178
H 7.6285 -5.2688 -2.6977 -0.080 0.207 0.092
H 8.9105 -4.0362 -2.5121 -0.188 0.022 -0.001
```
Positions in Å, forces in eV/Å.

Output
* Kohn-Sham gap: 6.26 eV
* net charge: -1
* strongest force on any atom: 0.1503 hartree/bohr
* E_HOMO: -3.93 eV

---

(2)
Here is a 3-piece molecular cluster, C17H36BrN4O2 overall from the Open Molecules 2025 dataset. Energies are from wB97M-V/def2-TZVPD.

Structure (XYZ):
```
60
Properties=species:S:1:pos:R:3:forces:R:3
O -3.2525 2.3712 -6.8423 0.479 0.144 1.119
C -2.2987 1.7910 -6.4199 -0.802 0.478 -1.767
O -1.6736 0.8742 -7.2893 0.806 0.645 1.758
C -1.7930 2.0064 -4.9508 -0.280 -0.932 -0.235
N -0.6566 1.0894 -4.6863 -0.540 0.062 0.904
C -0.8048 0.0611 -3.8162 1.986 -0.435 -0.445
N 0.3824 -0.6279 -3.7759 0.623 2.123 -2.060
C 1.2867 0.0261 -4.6843 -0.521 1.890 -1.042
Br 3.1250 -0.3791 -5.2006 -1.955 -0.038 0.945
C 0.6251 1.1659 -5.2637 0.055 -3.449 2.395
H -1.1572 1.3598 -7.9585 -0.507 -0.179 0.078
H -1.5327 3.0636 -4.7006 -0.129 -0.853 -0.612
H -2.6287 1.7054 -4.2613 0.754 0.347 -0.747
H -1.6822 -0.2282 -3.1995 0.725 0.549 -0.782
H 0.6286 -1.4480 -3.2168 -0.257 0.306 -0.099
H 0.9597 1.9240 -5.9968 -0.386 -0.753 0.759
C 0.8768 -1.3334 0.9879 -0.007 -0.039 0.106
C 0.1244 -2.5582 0.4812 0.184 0.069 0.149
N 0.9505 -3.4677 -0.3023 -0.034 0.059 -0.686
C 0.1784 -4.4630 -1.0423 -0.115 0.011 -0.015
C -0.6262 -5.4763 -0.2288 -0.109 -0.193 -0.103
C 2.1549 -3.9712 0.3498 0.300 0.240 0.203
C 1.9923 -4.7100 1.6779 0.066 -0.153 0.082
H 1.3749 -0.8069 0.1691 0.050 -0.078 0.011
H 0.1778 -0.6355 1.4558 0.026 -0.051 0.013
H 1.6244 -1.5979 1.7377 0.010 0.053 -0.061
H -0.6914 -2.1893 -0.1511 -0.024 -0.273 -0.100
H -0.3452 -3.0668 1.3329 -0.092 0.082 0.051
H 0.8428 -5.0040 -1.7238 0.138 0.074 0.156
H -0.5189 -3.9295 -1.7019 -0.020 0.125 0.116
H 0.0164 -6.2217 0.2372 -0.033 0.058 0.051
H -1.3093 -6.0158 -0.8901 0.027 0.028 0.027
H -1.2320 -5.0012 0.5444 0.055 0.000 -0.015
H 2.8293 -3.1246 0.5152 -0.131 0.043 0.002
H 2.7008 -4.6133 -0.3482 -0.242 0.017 -0.102
H 1.3383 -4.1808 2.3737 0.002 -0.002 -0.045
H 2.9668 -4.8068 2.1625 -0.039 0.022 -0.037
H 1.6062 -5.7190 1.5385 -0.066 0.057 0.069
C 0.7635 3.1116 1.0556 0.088 0.012 0.062
C -0.3542 3.5085 2.0135 0.130 -0.096 0.032
N -0.6797 2.4779 2.9907 -0.229 -0.287 -0.010
C -1.9357 2.7216 3.6913 -0.213 0.039 -0.104
C -2.0244 3.9613 4.5819 -0.112 0.028 0.164
C 0.4218 2.0082 3.8262 0.290 -0.046 -0.213
C 1.1814 3.0459 4.6531 0.105 -0.009 0.185
H 0.5444 2.1587 0.5664 -0.009 -0.024 0.108
H 0.8714 3.8705 0.2766 -0.002 0.015 0.078
H 1.7260 3.0286 1.5641 -0.025 -0.044 -0.050
H -1.2422 3.7044 1.4038 -0.126 -0.051 0.243
H -0.0899 4.4594 2.4955 0.034 0.098 -0.085
H -2.1916 1.8397 4.2870 0.199 -0.015 -0.036
H -2.7307 2.7893 2.9395 0.131 0.026 -0.089
H -1.4584 3.8381 5.5046 0.035 0.068 -0.045
H -3.0654 4.1309 4.8690 0.042 -0.013 -0.028
H -1.6775 4.8633 4.0746 0.019 -0.042 0.013
H 1.1445 1.4967 3.1807 -0.052 0.094 -0.080
H 0.0602 1.2205 4.4943 -0.235 0.122 -0.089
H 1.4528 3.9283 4.0701 -0.041 -0.027 -0.003
H 2.1111 2.6069 5.0243 -0.039 0.009 -0.026
H 0.6130 3.3677 5.5248 0.017 0.090 -0.068
```
Positions in Å, forces in eV/Å.

Output
* Kohn-Sham gap: 6.38 eV
* net charge: +1
* strongest force on any atom: 0.0817 hartree/bohr
* E_HOMO: -9.92 eV

---

(3)
Here is a 2-piece molecular cluster, C17H36BrN4O5 overall from the Open Molecules 2025 dataset. Energies are from wB97M-V/def2-TZVPD.

Structure (XYZ):
```
63
Properties=species:S:1:pos:R:3:forces:R:3
C 4.4414 -1.1074 -1.0479 0.138 -0.064 -0.073
C 3.9382 -2.3796 -1.7291 0.307 0.327 -0.033
O 2.5647 -2.6307 -1.4558 -0.238 -0.114 -0.267
C 2.2752 -3.4439 -0.3446 -0.041 0.030 0.195
C 1.3517 -4.5874 -0.7348 0.323 -0.144 0.099
O -0.0262 -4.2778 -0.4833 0.183 0.129 0.037
C -0.4813 -3.2407 -1.2782 -0.345 -0.070 -0.617
C -1.2430 -3.7309 -2.5342 -0.316 -0.349 0.375
C -2.6604 -3.1447 -2.4506 -0.059 0.048 -0.191
Br -3.9926 -4.4294 -1.8634 0.065 -0.037 0.121
C -2.5425 -2.0285 -1.4233 0.101 0.659 -0.351
O -1.9241 -0.9057 -1.9839 0.174 -0.280 0.143
N -1.5799 -2.6055 -0.4648 -0.297 -0.509 0.598
C -1.2415 -1.8721 0.8240 0.127 0.323 -0.285
C -0.0549 -0.9199 0.7476 -0.257 0.424 0.075
C -0.4005 0.5367 0.4154 0.227 -0.170 -0.092
C 0.8727 1.3891 0.3459 0.026 -0.019 0.102
N 1.0075 2.0265 -0.9722 0.100 -0.528 0.095
C 2.2856 2.3942 -1.3887 -0.056 0.258 0.224
N 2.7172 2.3691 -2.5857 -0.056 0.152 -0.036
N 3.0811 2.9286 -0.3517 0.067 -0.083 -0.420
H 3.8083 -0.8512 -0.2004 -0.046 -0.032 0.110
H 4.4439 -0.2678 -1.7380 -0.121 0.132 0.001
H 5.4585 -1.2322 -0.6805 0.047 -0.009 0.013
H 4.0193 -2.2761 -2.8091 -0.069 -0.031 -0.053
H 4.5473 -3.2423 -1.4526 -0.112 -0.120 0.133
H 3.1723 -3.8366 0.1363 0.171 -0.017 -0.181
H 1.7592 -2.8422 0.4085 0.089 -0.119 0.195
H 1.5799 -5.4778 -0.1562 -0.221 -0.022 0.126
H 1.4905 -4.8298 -1.7890 0.025 -0.007 -0.097
H 0.2800 -2.5107 -1.5395 0.054 0.111 0.211
H -0.7660 -3.4786 -3.4736 0.180 0.143 0.020
H -1.3088 -4.8120 -2.4446 0.133 -0.085 -0.219
H -3.0176 -2.7656 -3.4009 -0.054 0.059 -0.022
H -3.4531 -1.7529 -0.8951 -0.163 -0.203 0.024
H -2.4822 -0.5783 -2.6943 -0.071 0.215 -0.143
H -2.0764 -3.4483 -0.1402 -0.027 0.054 0.096
H -2.1418 -1.3238 1.0990 -0.101 -0.051 -0.015
H -1.0944 -2.6554 1.5615 0.138 -0.078 -0.054
H 0.4055 -0.9282 1.7362 0.171 -0.134 -0.015
H 0.6869 -1.2546 0.0258 0.082 -0.113 0.072
H -0.8976 0.5588 -0.5496 -0.196 0.130 -0.010
H -1.0790 0.9413 1.1653 -0.106 0.037 0.001
H 0.8502 2.1244 1.1426 0.095 0.238 -0.141
H 1.7389 0.7409 0.5327 0.028 -0.092 0.028
H 0.5720 1.4571 -1.6832 -0.074 0.019 -0.084
H 1.9962 2.0557 -3.2304 -0.016 0.005 -0.075
H 3.4854 2.1950 0.2157 -0.120 0.029 0.290
H 3.8403 3.4220 -0.8029 0.161 -0.024 0.039
O 0.0575 3.7289 2.4158 0.007 -0.084 0.035
C -0.9466 4.2430 2.8277 -0.015 0.158 -0.085
O -2.0614 3.4870 2.9101 0.009 -0.108 0.073
C -3.2685 3.9588 3.5259 -0.134 0.049 0.003
C -4.1288 4.7507 2.5650 0.084 0.013 -0.070
C -1.0026 5.7078 3.1830 0.010 -0.046 0.239
H -3.0392 4.5196 4.4317 0.013 0.011 -0.012
H -3.7857 3.0530 3.8371 0.023 -0.029 -0.012
H -3.6280 5.6585 2.2297 -0.009 0.023 0.040
H -5.0645 5.0353 3.0457 -0.011 -0.007 0.012
H -4.3586 4.1519 1.6838 -0.026 -0.016 0.012
H -1.1979 6.2724 2.2719 -0.011 0.010 -0.019
H -0.0278 5.9980 3.5641 0.048 -0.011 -0.096
H -1.7541 5.9641 3.9243 -0.039 0.016 -0.070
```
Positions in Å, forces in eV/Å.

Output
* Kohn-Sham gap: 8.29 eV
* net charge: +1
* strongest force on any atom: 0.0163 hartree/bohr
* E_HOMO: -10.85 eV